[1]
DFT (wB97M-V/def2-TZVPD) results for 9 unconnected molecules or ions with the total composition C18H54O18 at a distorted geometry.

Calculated values
**HOMO**: -9.3 eV
**E_tot**: -2072.350480 Eh
**Lowest unoccupied orbital energy**: 0.418 eV
**SMILES**: OCCO.OCCO.OCCO.OCCO.OCCO.OCCO.OCCO.OCCO.OCCO
**Gap between HOMO and LUMO**: 0.3558 hartree

```
90
C18H54O18 wB97M-V/def2-TZVPD
O -2.377 -0.831 1.596
C -2.235 -2.218 1.446
C -1.950 -2.660 0.035
O -3.010 -2.531 -0.905
H -3.125 -0.666 2.174
H -1.482 -2.667 2.109
H -3.092 -2.816 1.797
H -1.666 -3.714 0.052
H -1.113 -2.066 -0.355
H -2.827 -1.700 -1.373
O 1.263 -6.094 -0.839
C 1.397 -4.939 -0.057
C 1.641 -3.711 -0.903
O 1.762 -2.577 -0.040
H 0.512 -6.084 -1.435
H 0.528 -4.780 0.596
H 2.205 -5.076 0.664
H 0.796 -3.526 -1.577
H 2.514 -3.757 -1.557
H 2.474 -1.997 -0.339
O -6.319 2.728 -2.115
C -5.671 2.401 -0.883
C -4.433 1.558 -1.097
O -3.345 2.311 -1.626
H -6.929 3.438 -1.890
H -5.290 3.306 -0.386
H -6.377 1.908 -0.200
H -4.671 0.632 -1.636
H -4.082 1.153 -0.142
H -3.345 2.053 -2.561
O 0.043 3.753 -2.670
C -0.616 4.391 -3.750
C -1.708 5.343 -3.283
O -2.528 5.752 -4.381
H -0.049 4.206 -1.829
H 0.165 5.017 -4.209
H -1.059 3.708 -4.471
H -1.387 6.180 -2.650
H -2.391 4.806 -2.604
H -3.433 5.812 -4.074
O 4.407 1.511 6.219
C 3.533 0.416 6.431
C 2.493 0.306 5.322
O 3.071 0.529 4.051
H 4.094 2.246 6.755
H 4.143 -0.484 6.542
H 2.993 0.481 7.382
H 1.789 1.131 5.527
H 1.887 -0.589 5.447
H 3.807 1.132 4.247
O 1.907 1.177 1.380
C 0.629 0.649 0.964
C 0.209 1.437 -0.274
O 1.163 1.175 -1.280
H 2.070 0.780 2.252
H 0.623 -0.429 0.789
H -0.068 0.903 1.771
H 0.240 2.494 0.017
H -0.851 1.194 -0.410
H 0.740 1.229 -2.147
O -2.049 -0.885 -2.912
C -2.415 -1.101 -4.266
C -1.988 -0.083 -5.281
O -2.323 1.225 -4.794
H -2.046 0.078 -2.778
H -1.947 -2.024 -4.623
H -3.505 -1.186 -4.305
H -2.552 -0.301 -6.199
H -0.954 -0.032 -5.640
H -1.975 1.917 -5.361
O 3.852 -0.124 -0.142
C 4.227 0.331 -1.421
C 4.728 1.764 -1.488
O 3.686 2.720 -1.544
H 3.321 0.544 0.325
H 4.923 -0.360 -1.893
H 3.346 0.320 -2.077
H 5.212 1.865 -2.474
H 5.561 1.990 -0.818
H 2.836 2.277 -1.411
O 1.751 -3.771 5.989
C 0.847 -3.278 5.005
C 1.622 -3.067 3.722
O 0.789 -2.432 2.776
H 1.312 -4.365 6.598
H 0.006 -3.954 4.843
H 0.506 -2.306 5.370
H 2.069 -4.006 3.386
H 2.451 -2.378 3.916
H 1.035 -2.715 1.883
```

The computed Mulliken charges, all in e, follow: number 1, O, carries -0.3942; number 2, C, carries -0.2177; number 3, C, carries 0.0876; number 4, O, carries -0.5940; number 5, H, carries 0.2287; number 6, H, carries -0.0859; number 7, H, carries 0.4716; number 8, H, carries 0.2663; number 9, H, carries 0.0213; number 10, H, carries 0.3491; number 11, O, carries -0.5755; number 12, C, carries -0.2962; number 13, C, carries -0.3104; number 14, O, carries -0.1530; number 15, H, carries 0.3218; number 16, H, carries 0.1363; number 17, H, carries 0.2743; number 18, H, carries 0.2060; number 19, H, carries 0.3816; number 20, H, carries 0.0821; number 21, O, carries -0.5248; number 22, C, carries -0.5464; number 23, C, carries -0.2499; number 24, O, carries -0.3701; number 25, H, carries 0.3139; number 26, H, carries 0.2883; number 27, H, carries 0.3566; number 28, H, carries 0.3655; number 29, H, carries 0.1673; number 30, H, carries 0.1695; number 31, O, carries -0.3503; number 32, C, carries -0.0781; number 33, C, carries -0.2094; number 34, O, carries -0.5392; number 35, H, carries 0.2304; number 36, H, carries 0.2563; number 37, H, carries -0.0264; number 38, H, carries 0.3451; number 39, H, carries 0.0332; number 40, H, carries 0.3267; number 41, O, carries -0.5568; number 42, C, carries -0.6106; number 43, C, carries -0.0132; number 44, O, carries -0.4493; number 45, H, carries 0.3187; number 46, H, carries 0.2736; number 47, H, carries 0.3660; number 48, H, carries 0.2617; number 49, H, carries 0.0204; number 50, H, carries 0.2991; number 51, O, carries -0.6788; number 52, C, carries 0.1798; number 53, C, carries -0.1469; number 54, O, carries -0.2096; number 55, H, carries 0.2022; number 56, H, carries -0.2157; number 57, H, carries 0.4944; number 58, H, carries 0.1138; number 59, H, carries 0.1139; number 60, H, carries 0.0611; number 61, O, carries -0.2550; number 62, C, carries -0.4498; number 63, C, carries -0.5741; number 64, O, carries -0.4110; number 65, H, carries 0.0689; number 66, H, carries 0.2952; number 67, H, carries 0.3293; number 68, H, carries 0.3463; number 69, H, carries 0.3857; number 70, H, carries 0.2241; number 71, O, carries -0.5318; number 72, C, carries -0.4360; number 73, C, carries -0.5789; number 74, O, carries -0.5470; number 75, H, carries 0.4094; number 76, H, carries 0.5165; number 77, H, carries 0.1979; number 78, H, carries 0.3135; number 79, H, carries 0.3050; number 80, H, carries 0.5099; number 81, O, carries -0.5227; number 82, C, carries -0.5610; number 83, C, carries -0.2289; number 84, O, carries -0.2149; number 85, H, carries 0.3036; number 86, H, carries 0.4393; number 87, H, carries 0.1717; number 88, H, carries 0.3476; number 89, H, carries 0.2352; number 90, H, carries -0.0694

***

[2]
DFT (wB97M-V/def2-TZVPD) results for a molecular structure, C5H9NO at a distorted geometry.

Calculated values
**HOMO**: -9.3 eV
**E_tot**: -325.742269 Eh
**Lowest unoccupied orbital energy**: 1.000 eV
**Gap between HOMO and LUMO**: 0.3797 hartree

```
16
C5H9NO wB97M-V/def2-TZVPD
C 1.092 0.867 -1.464
C 0.026 0.062 -0.736
C 0.498 -1.377 -0.233
C -0.333 -1.236 1.073
C -0.490 0.185 0.660
N -1.215 1.159 0.894
O -1.947 1.304 2.055
H 1.290 0.313 -2.392
H 2.046 0.978 -0.937
H 0.715 1.853 -1.749
H -0.957 0.358 -1.250
H 0.358 -2.267 -0.841
H 1.564 -1.319 0.046
H 0.149 -1.370 2.043
H -1.274 -1.798 1.061
H -1.622 2.208 1.672
```

The computed natural (NBO) charges, all in e, follow: number 1, C, carries -0.6042; number 2, C, carries -0.2619; number 3, C, carries -0.3814; number 4, C, carries -0.4777; number 5, C, carries 0.2379; number 6, N, carries -0.2128; number 7, O, carries -0.5749; number 8, H, carries 0.2137; number 9, H, carries 0.2055; number 10, H, carries 0.2165; number 11, H, carries 0.2390; number 12, H, carries 0.2112; number 13, H, carries 0.2077; number 14, H, carries 0.2295; number 15, H, carries 0.2303; number 16, H, carries 0.5215

***

[3]
DFT (wB97M-V/def2-TZVPD) results for a single C23H30N4O4 molecule.

Calculated values
**HOMO**: -7.6 eV
**E_tot**: -1414.426755 Eh
**Lowest unoccupied orbital energy**: 0.755 eV
**SMILES**: O=C(NC[C@@H]1CCCO1)C(=O)NC[C@@H](c1ccco1)N1CCN(c2ccccc2)CC1
**Gap between HOMO and LUMO**: 0.3067 hartree

```
61
C23H30N4O4 wB97M-V/def2-TZVPD
O 1.381 -2.223 -2.892
C 0.320 -1.649 -2.703
N -0.875 -2.226 -2.564
C -1.072 -3.649 -2.481
C -1.513 -4.052 -1.063
C -1.784 -5.560 -0.947
C -3.300 -5.639 -1.118
C -3.741 -4.333 -0.463
O -2.730 -3.386 -0.755
C 0.246 -0.122 -2.614
O -0.800 0.469 -2.406
N 1.450 0.437 -2.772
C 1.709 1.845 -2.646
C 2.493 2.192 -1.354
C 2.925 3.629 -1.403
C 2.341 4.754 -1.910
C 3.218 5.826 -1.612
C 4.266 5.273 -0.947
O 4.098 3.947 -0.818
N 1.806 1.955 -0.099
C 0.474 2.514 0.028
C 0.117 2.549 1.512
N 0.159 1.210 2.061
C -0.626 0.891 3.160
C -0.130 0.188 4.261
C -0.958 -0.164 5.311
C -2.298 0.179 5.301
C -2.804 0.875 4.215
C -1.987 1.222 3.160
C 1.468 0.625 1.899
C 1.818 0.600 0.408
H -1.653 -1.624 -2.323
H -1.841 -3.949 -3.200
H -0.121 -4.123 -2.733
H -0.744 -3.718 -0.354
H -1.497 -5.917 0.042
H -1.240 -6.128 -1.698
H -3.567 -5.642 -2.175
H -3.738 -6.512 -0.640
H -3.825 -4.456 0.626
H -4.687 -3.946 -0.847
H 2.219 -0.210 -2.905
H 0.740 2.347 -2.643
H 2.289 2.189 -3.507
H 3.405 1.582 -1.327
H 1.411 4.819 -2.436
H 3.080 6.858 -1.861
H 5.159 5.698 -0.533
H 0.478 3.532 -0.368
H -0.279 1.916 -0.509
H -0.873 2.980 1.646
H 0.850 3.190 2.030
H 0.916 -0.074 4.315
H -0.545 -0.703 6.152
H -2.940 -0.093 6.125
H -3.851 1.142 4.186
H -2.412 1.736 2.311
H 1.456 -0.401 2.269
H 2.240 1.199 2.437
H 2.814 0.173 0.278
H 1.084 -0.044 -0.103
```

The computed natural (NBO) charges, all in e, follow: number 1, O, carries -0.6390; number 2, C, carries 0.5776; number 3, N, carries -0.5769; number 4, C, carries -0.2441; number 5, C, carries 0.0916; number 6, C, carries -0.4316; number 7, C, carries -0.4318; number 8, C, carries -0.0632; number 9, O, carries -0.5379; number 10, C, carries 0.5908; number 11, O, carries -0.6304; number 12, N, carries -0.5914; number 13, C, carries -0.2485; number 14, C, carries -0.0738; number 15, C, carries 0.2875; number 16, C, carries -0.3207; number 17, C, carries -0.3154; number 18, C, carries 0.0870; number 19, O, carries -0.3959; number 20, N, carries -0.4579; number 21, C, carries -0.2485; number 22, C, carries -0.2099; number 23, N, carries -0.4644; number 24, C, carries 0.2725; number 25, C, carries -0.3083; number 26, C, carries -0.1772; number 27, C, carries -0.2590; number 28, C, carries -0.1895; number 29, C, carries -0.2763; number 30, C, carries -0.2215; number 31, C, carries -0.2004; number 32, H, carries 0.4348; number 33, H, carries 0.1978; number 34, H, carries 0.2310; number 35, H, carries 0.1852; number 36, H, carries 0.2142; number 37, H, carries 0.2191; number 38, H, carries 0.2024; number 39, H, carries 0.2202; number 40, H, carries 0.1641; number 41, H, carries 0.1907; number 42, H, carries 0.4273; number 43, H, carries 0.2301; number 44, H, carries 0.2122; number 45, H, carries 0.2152; number 46, H, carries 0.2274; number 47, H, carries 0.2283; number 48, H, carries 0.2031; number 49, H, carries 0.2102; number 50, H, carries 0.2001; number 51, H, carries 0.2106; number 52, H, carries 0.1775; number 53, H, carries 0.2109; number 54, H, carries 0.2077; number 55, H, carries 0.2099; number 56, H, carries 0.2100; number 57, H, carries 0.2106; number 58, H, carries 0.2099; number 59, H, carries 0.1772; number 60, H, carries 0.2013; number 61, H, carries 0.1677

***

Computed energy above the lowest of the compared OMol25 structures with the same formula, charge and spin (eV) in order:
1.422, 5.314, 1.458